# 1
{
  "formula": "C24H53GeN3O11PTeTi",
  "method": "ωB97M-V/def2-TZVPD",
  "relative_energy_ev": 0.427,
  "largest_force_ev_per_a": 0.50,
  "homo_energy_ev": [-5.47, -7.42],
  "e_tot_ha": -5474.11038,
  "total_charge": 0,
  "orbital_gap_ev": [5.87, 5.11],
  "lumo_ev": [0.399, -2.311],
  "spin_multiplicity": 4,
  "elements": ["Te", "Ge", "Ti", "P", "O", "O", "O", "O", "O", "O", "O", "O", "O", "O", "O", "N", "N", "N", "C", "C", "C", "C", "C", "C", "C", "C", "C", "C", "C", "C", "C", "C", "C", "C", "C", "C", "C", "C", "C", "C", "C", "C", "H", "H", "H", "H", "H", "H", "H", "H", "H", "H", "H", "H", "H", "H", "H", "H", "H", "H", "H", "H", "H", "H", "H", "H", "H", "H", "H", "H", "H", "H", "H", "H", "H", "H", "H", "H", "H", "H", "H", "H", "H", "H", "H", "H", "H", "H", "H", "H", "H", "H", "H", "H", "H"],
  "coordinates": [[-4.107, 0.672, -2.449], [-0.481, -1.215, -2.230], [-0.453, 0.800, 0.317], [-3.612, 1.438, -0.205], [-2.661, 0.499, 0.444], [-0.437, -1.329, -0.311], [0.888, 4.401, 1.682], [2.067, -1.279, 2.739], [-0.253, 0.961, 2.481], [1.761, 0.613, 0.877], [-4.997, 1.571, 0.549], [1.369, -1.360, -2.414], [-2.998, 2.872, -0.234], [0.156, 2.867, 0.431], [-0.474, 0.689, -1.884], [0.931, 1.944, 4.128], [-0.090, 3.769, 1.314], [3.468, -2.567, 1.517], [-5.408, 0.570, 1.523], [-3.711, 4.124, -0.351], [-0.276, 2.172, 4.906], [-2.376, -2.807, -0.181], [-0.052, -3.640, 0.236], [-6.007, -0.644, 0.852], [1.502, 1.936, -2.500], [-1.000, -2.454, 0.387], [2.707, -1.462, 1.714], [2.104, 2.712, 4.512], [-3.668, 4.835, 0.980], [0.031, 1.671, -2.813], [2.057, -2.218, -3.308], [3.436, -1.597, -3.536], [2.050, 1.403, 2.020], [2.656, -0.438, 0.580], [2.194, -3.606, -2.678], [0.820, 1.400, 2.909], [1.356, -2.369, -4.661], [-1.144, -2.083, 1.859], [3.587, -3.547, 2.578], [-0.129, 1.156, -4.241], [4.347, -2.753, 0.380], [-0.782, 2.952, -2.660], [0.943, -3.371, 0.594], [0.025, -3.932, -0.813], [-0.643, 3.191, 4.754], [4.602, -3.554, 2.987], [3.654, -0.026, 0.393], [-4.544, 0.303, 2.129], [2.058, 0.999, -2.551], [-5.262, -1.165, 0.249], [-1.040, 1.470, 4.592], [-6.844, -0.362, 0.213], [0.358, -2.793, -4.540], [-0.413, -4.499, 0.807], [4.059, -2.235, -4.165], [-1.172, 0.900, -4.440], [-1.872, -1.279, 1.979], [-6.369, -1.332, 1.616], [2.117, 3.688, 4.019], [-1.490, -2.951, 2.425], [1.923, 2.645, -3.217], [-0.191, -1.755, 2.273], [3.362, -4.542, 2.187], [-2.634, 4.930, 1.310], [3.329, -0.624, -4.019], [2.596, -3.526, -1.667], [0.179, 1.926, -4.951], [-4.108, 5.829, 0.882], [-0.380, 3.723, -3.321], [2.285, -0.892, -0.344], [-4.228, 4.277, 1.730], [2.885, -3.298, 3.366], [-1.824, 2.772, -2.936], [3.022, 2.178, 4.276], [-2.304, -3.179, -1.205], [1.214, -4.082, -2.616], [-6.138, 1.084, 2.145], [-0.738, 3.314, -1.635], [3.944, -1.443, -2.583], [-3.187, 4.684, -1.125], [-0.053, 2.024, 5.962], [1.268, -1.409, -5.171], [-2.846, -3.579, 0.432], [4.312, -3.796, 0.061], [-4.732, 3.933, -0.685], [0.489, 0.274, -4.408], [2.077, 2.861, 5.590], [2.918, 1.021, 2.551], [-3.007, -1.918, -0.179], [4.037, -2.142, -0.460], [1.598, 2.361, -1.500], [2.227, 2.433, 1.694], [1.935, -3.036, -5.303], [5.383, -2.508, 0.637], [2.848, -4.248, -3.272]],
  "atomic_forces_ev_per_a": [[0.005, -0.057, -0.041], [-0.022, 0.087, 0.116], [0.314, -0.058, -0.390], [0.080, -0.175, 0.002], [0.154, 0.221, 0.030], [-0.050, 0.090, 0.065], [-0.025, -0.080, -0.033], [0.071, -0.003, -0.027], [0.055, -0.083, 0.186], [-0.256, -0.120, -0.101], [0.043, 0.024, -0.027], [-0.052, 0.069, 0.031], [-0.048, 0.053, 0.047], [-0.031, 0.084, 0.155], [-0.029, 0.009, 0.184], [-0.012, 0.046, -0.002], [-0.102, -0.028, -0.020], [0.036, 0.053, -0.035], [-0.073, -0.041, 0.001], [-0.005, 0.004, -0.036], [0.010, -0.002, -0.007], [0.020, -0.021, 0.016], [-0.038, 0.049, -0.023], [0.014, 0.033, 0.005], [-0.017, 0.003, 0.014], [-0.017, -0.038, -0.026], [-0.148, -0.053, 0.016], [0.045, 0.039, 0.003], [0.006, -0.015, -0.014], [0.007, -0.030, -0.069], [0.043, -0.096, -0.058], [-0.055, -0.012, 0.023], [0.023, 0.061, -0.031], [0.029, 0.018, 0.025], [-0.005, 0.063, -0.035], [-0.042, 0.046, 0.028], [0.018, 0.002, 0.004], [-0.008, 0.011, -0.038], [-0.014, -0.009, -0.001], [0.031, -0.002, 0.038], [0.016, 0.028, 0.045], [0.011, -0.029, 0.006], [0.022, -0.015, 0.013], [0.009, -0.006, 0.037], [-0.003, -0.005, -0.008], [0.005, -0.002, -0.001], [0.039, -0.016, -0.015], [0.015, 0.021, 0.001], [0.015, -0.001, -0.002], [-0.006, -0.009, -0.003], [-0.007, -0.003, 0.001], [0.003, -0.004, -0.001], [0.001, 0.011, -0.017], [0.004, -0.011, -0.004], [0.002, 0.002, -0.010], [0.002, -0.003, -0.018], [0.015, -0.002, 0.011], [-0.001, -0.010, -0.003], [-0.017, -0.007, -0.004], [-0.003, -0.001, -0.007], [-0.003, 0.002, -0.005], [0.004, 0.001, 0.005], [0.006, -0.005, 0.008], [-0.008, 0.001, 0.012], [0.007, 0.003, 0.004], [-0.009, -0.009, -0.011], [0.000, 0.004, -0.007], [-0.003, 0.002, -0.002], [0.001, -0.005, -0.003], [-0.004, -0.009, 0.000], [0.002, 0.002, 0.002], [-0.001, -0.013, 0.002], [-0.004, 0.013, 0.007], [-0.016, -0.007, 0.007], [-0.016, 0.003, 0.010], [0.018, -0.018, -0.001], [0.010, 0.013, 0.005], [0.001, 0.000, 0.022], [0.019, -0.004, 0.028], [-0.003, -0.003, -0.013], [0.000, -0.001, -0.001], [0.002, -0.030, 0.008], [-0.004, -0.003, 0.002], [-0.012, -0.005, 0.000], [-0.002, 0.007, -0.006], [-0.027, 0.049, 0.000], [0.006, -0.010, 0.003], [-0.018, -0.039, -0.010], [-0.022, 0.000, -0.005], [0.001, 0.021, -0.037], [0.008, -0.003, -0.005], [-0.006, -0.017, 0.008], [-0.012, -0.013, -0.009], [-0.001, -0.003, -0.016], [0.009, -0.008, 0.004]],
  "lowdin_charge": [0.733, 0.988, 0.895, 0.128, -0.371, -0.398, -0.089, 0.064, -0.033, -0.190, -0.265, -0.335, -0.276, -0.266, -0.431, -0.115, -0.200, -0.144, -0.241, -0.242, -0.018, -0.063, -0.019, -0.077, -0.015, -0.671, -0.415, -0.028, -0.059, -0.661, -0.712, -0.031, -0.104, -0.079, -0.036, -0.415, -0.066, -0.026, -0.034, -0.053, -0.044, -0.043, 0.076, 0.062, 0.102, 0.093, 0.148, 0.112, 0.067, 0.049, 0.089, 0.082, 0.062, 0.091, 0.085, 0.071, 0.069, 0.085, 0.095, 0.092, 0.091, 0.067, 0.091, 0.069, 0.083, 0.060, 0.093, 0.082, 0.093, 0.115, 0.077, 0.086, 0.039, 0.088, 0.056, 0.073, 0.121, 0.059, 0.067, 0.122, 0.089, 0.068, 0.090, 0.093, 0.112, 0.043, 0.090, 0.129, 0.048, 0.056, 0.074, 0.127, 0.087, 0.099, 0.087]
}

***

# 2
{
  "formula": "CH10N2O3",
  "method": "ωB97M-V/def2-TZVPD",
  "relative_energy_ev": 1.465,
  "largest_force_ev_per_a": 1.90,
  "homo_energy_ev": -8.57,
  "e_tot_ha": -379.29389,
  "total_charge": 0,
  "orbital_gap_ev": 9.16,
  "lumo_ev": 0.592,
  "smiles": "[H]/N=C/N.O.O.O",
  "elements": ["O", "O", "O", "N", "N", "C", "H", "H", "H", "H", "H", "H", "H", "H", "H", "H"],
  "coordinates": [[-0.279, -0.539, -2.092], [-2.060, -2.329, -0.579], [-1.782, 0.487, 0.484], [1.080, 0.791, -0.062], [2.274, 1.631, 1.713], [1.919, 0.613, 1.006], [-0.855, 0.741, 0.651], [0.952, 0.101, -0.813], [2.005, 1.476, 2.683], [-1.592, -3.076, -0.195], [2.233, -0.412, 1.242], [-0.863, -0.011, -2.626], [-2.302, 1.108, 1.005], [1.254, 1.684, -0.505], [-2.358, -1.755, 0.135], [-0.677, -1.338, -1.737]],
  "atomic_forces_ev_per_a": [[1.460, -0.037, -0.091], [0.114, -0.203, -0.419], [-0.032, 0.111, 0.351], [1.287, -0.380, -1.348], [-1.637, -0.050, -0.488], [-0.093, 0.712, 0.750], [-0.128, -0.146, -0.342], [0.136, -0.061, 0.586], [1.652, -0.302, 0.353], [-0.164, 0.064, 0.238], [-0.749, -0.208, 0.092], [-0.674, -0.241, -0.009], [-0.028, -0.037, -0.018], [-0.460, 0.484, 0.354], [0.276, 0.158, 0.070], [-0.961, 0.137, -0.080]],
  "lowdin_charge": [-0.058, -0.055, -0.072, 0.059, 0.009, -0.376, 0.006, 0.060, 0.029, 0.048, 0.113, 0.050, 0.040, 0.107, 0.027, 0.013]
}